# C37H108N8O13

A cluster of 13 separate species, C37H108N8O13 in total (the ωB97M-V functional and the def2-TZVPD basis, OMol25).

Properties
maximum force: 2.92 eV/Å
ΔE to the lowest compared entry with this formula, charge and spin: 0.0000 eV
HOMO-LUMO gap: 9.328 eV
HOMO energy: -8.840 eV
multiplicity: 1

Each line ends with the Mulliken charge.
Positions of all 166 atoms, in Å:
O1 -11.0469 -22.2759 -8.2979  -0.23
O2 -13.7027 -26.0337 0.5856  -0.44
O3 -9.9836 -20.4912 1.1226  -0.18
O4 -14.8120 -28.4933 -2.3733  -0.13
O5 -5.8846 -24.4682 -1.7058  -0.65
O6 -7.3350 -24.1142 -5.5499  0.03
O7 -14.6059 -23.3544 0.5825  -0.15
O8 -13.0923 -28.1649 5.5705  -0.31
O9 -7.1699 -25.6963 3.4262  0.06
O10 -10.7245 -22.7996 -3.0124  0.02
O11 -13.5794 -19.2631 -2.5826  -0.61
O12 -9.5030 -27.1137 -1.7536  0.11
O13 -13.5798 -20.5852 3.7034  -0.39
N1 -9.7698 -25.5497 -4.7626  0.38
N2 -7.2997 -27.3424 0.1611  -0.48
N3 -11.8754 -25.2302 -1.5934  1.47
N4 -12.5542 -26.1689 3.5736  -0.21
N5 -11.0234 -23.2009 4.3197  -0.24
N6 -8.4193 -22.2471 2.8621  0.19
N7 -12.3298 -20.0117 -5.7159  -0.50
N8 -12.6014 -27.5116 -5.1131  -0.79
C1 -6.4889 -26.4292 4.4087  -0.97
C2 -8.8100 -26.0025 -5.7569  0.18
C3 -11.2764 -24.0803 -0.9588  -0.21
C4 -5.9070 -27.3936 -1.9049  -1.50
C5 -6.4372 -23.2583 -2.2340  0.28
C6 -11.0838 -20.7431 4.7679  -1.34
C7 -6.9211 -25.2622 -1.1518  2.30
C8 -15.5675 -22.9089 -0.3783  -0.63
C9 -13.7134 -27.4016 0.7665  -0.17
C10 -6.5136 -23.3263 1.7108  -1.63
C11 -13.1066 -20.2860 -1.6703  -0.20
C12 -10.2179 -28.2100 -1.3112  -0.66
C13 -10.1930 -23.3826 -1.8496  1.53
C14 -6.3117 -26.5974 -0.6928  0.26
C15 -13.3083 -28.0892 6.9308  -0.75
C16 -10.6320 -24.5565 0.3468  2.15
C17 -6.0817 -23.5901 -5.8618  -0.97
C18 -9.0526 -19.4264 0.9655  -0.89
C19 -11.4195 -20.9610 -7.6947  -0.88
C20 -11.9306 -27.5387 3.6940  0.87
C21 -11.7575 -27.7960 5.1751  -0.95
C22 -15.8530 -29.3804 -2.0970  -0.92
C23 -14.3242 -26.0591 -4.0928  -1.53
C24 -9.7997 -21.8538 -3.5321  -0.31
C25 -13.5252 -27.3669 -3.9666  1.74
C26 -14.3594 -28.5433 -3.7196  -0.88
C27 -12.4098 -21.1832 -6.5378  1.35
C28 -12.8637 -21.7744 3.3737  -0.69
C29 -7.3824 -25.5662 -5.5570  -0.65
C30 -10.6561 -27.6722 2.8232  -0.94
C31 -7.5592 -24.3781 3.8000  -0.96
C32 -10.2041 -22.2333 -9.4296  -0.85
C33 -7.8079 -23.5604 2.5533  2.36
C34 -14.5364 -20.2969 2.7230  -0.19
C35 -9.3685 -25.5428 -7.1147  -1.55
C36 -13.7683 -21.5145 -7.1579  -1.62
C37 -11.8409 -22.0461 4.5457  0.40
H1 -10.2590 -23.7208 0.9763  -0.42
H2 -12.9358 -27.2418 -3.0099  -0.55
H3 -6.1084 -24.3511 1.5725  0.23
H4 -12.0550 -20.5729 -1.8950  0.18
H5 -9.2294 -21.3203 -2.7225  0.25
H6 -14.9311 -25.8926 -3.1914  0.29
H7 -6.7767 -27.5304 -2.5712  0.16
H8 -9.4921 -28.8601 -0.7707  0.28
H9 -6.2143 -22.5429 -6.0031  0.26
H10 -11.8009 -20.3771 -8.5468  0.38
H11 -9.7886 -25.2179 0.1120  -0.68
H12 -11.9598 -28.2074 -4.7610  0.40
H13 -13.3937 -26.1204 4.1029  0.27
H14 -7.0310 -26.3051 5.3528  0.33
H15 -10.7978 -20.2734 3.8197  0.17
H16 -7.2703 -26.8862 1.0944  -0.04
H17 -16.5963 -22.9154 -0.0374  0.33
H18 -16.7482 -29.2945 -2.7679  0.30
H19 -13.7450 -29.4720 -3.9373  0.33
H20 -10.3417 -21.0770 -4.0728  0.22
H21 -8.2342 -19.7111 0.2262  0.20
H22 -13.7274 -21.1506 -1.8418  -0.13
H23 -14.1079 -20.6909 -7.7416  0.41
H24 -7.0955 -23.4486 -3.0694  -0.38
H25 -8.8990 -27.1147 -5.6055  0.26
H26 -5.3087 -23.8279 -5.0582  0.24
H27 -9.6257 -22.5467 -1.3728  0.37
H28 -12.4627 -24.9296 -2.3851  -0.56
H29 -12.3070 -21.7121 2.4397  0.25
H30 -10.4877 -20.3849 -7.4706  0.41
H31 -14.0607 -20.2285 1.6694  -0.13
H32 -5.6878 -22.4648 -2.4669  0.47
H33 -9.4333 -25.7366 -3.8178  -0.49
H34 -7.3609 -24.6928 -0.3041  -0.82
H35 -6.6363 -22.7983 0.7466  0.12
H36 -7.1341 -22.7836 -1.4779  -0.26
H37 -12.9785 -25.7946 0.0004  0.28
H38 -11.4428 -25.0940 0.9021  -0.89
H39 -9.4864 -21.1611 1.5988  0.18
H40 -5.7868 -24.1081 -6.7480  0.37
H41 -13.6368 -22.3975 -7.7838  0.36
H42 -9.3703 -24.4302 -7.1348  0.30
H43 -6.9354 -25.9390 -4.5963  0.00
H44 -14.9567 -26.0732 -4.9564  0.50
H45 -5.4458 -26.4045 -0.0868  0.57
H46 -12.9119 -19.2159 -6.0306  0.24
H47 -11.9916 -22.0795 -6.0317  -0.38
H48 -9.0843 -22.3392 -4.2702  -0.14
H49 -10.0911 -24.5839 -4.8666  -0.11
H50 -11.0364 -28.6210 5.3678  0.40
H51 -7.0335 -28.3160 0.2576  0.30
H52 -10.4028 -25.9216 -7.1106  0.32
H53 -12.4360 -22.2444 5.4328  0.30
H54 -11.1372 -25.8767 -1.8393  -0.37
H55 -11.7982 -20.0086 5.2835  0.36
H56 -14.4656 -27.5533 1.5909  0.34
H57 -12.7584 -27.7615 1.0813  -0.14
H58 -5.8488 -22.7608 2.3537  0.70
H59 -10.2098 -20.7913 5.4114  0.40
H60 -15.4491 -30.3804 -2.2528  0.38
H61 -13.0180 -18.4911 -2.4347  0.31
H62 -5.4510 -28.3280 -1.6016  0.57
H63 -14.4319 -21.7709 -6.3482  0.40
H64 -10.9178 -27.3417 1.8178  -0.31
H65 -13.3271 -27.0399 7.3222  0.29
H66 -10.8952 -23.7506 5.1498  0.25
H67 -16.1648 -29.2386 -1.0633  0.23
H68 -8.5868 -19.2116 1.9119  0.34
H69 -15.4778 -23.4324 -1.3084  0.22
H70 -10.6212 -21.6605 -10.2829  0.32
H71 -15.3182 -21.8662 -0.6213  0.18
H72 -10.1377 -23.2555 -9.8080  0.24
H73 -13.1711 -19.9683 -0.6229  0.32
H74 -12.6547 -28.3358 3.4230  0.19
H75 -7.7447 -21.6760 3.3928  0.27
H76 -13.5584 -25.2408 -4.1732  0.04
H77 -9.4426 -24.2034 -2.1920  -1.73
H78 -8.8272 -26.9680 -1.1040  -0.44
H79 -6.7245 -23.9886 4.3985  0.50
H80 -12.0828 -23.3450 -0.7881  -0.04
H81 -9.2748 -21.8058 -9.1193  0.34
H82 -9.9537 -26.9722 3.1590  0.28
H83 -15.2658 -21.1142 2.5993  0.20
H84 -6.4059 -27.5171 4.1028  0.19
H85 -5.4906 -26.0139 4.5236  0.33
H86 -12.7788 -26.0267 2.5882  -0.30
H87 -12.6115 -28.7383 7.5290  0.28
H88 -15.0018 -19.3517 3.0235  0.33
H89 -9.2078 -22.4494 3.4166  -0.18
H90 -10.9494 -27.9483 -0.5311  0.13
H91 -11.5479 -23.8081 3.7440  -0.21
H92 -14.6856 -24.3196 0.5226  0.23
H93 -8.4599 -24.4678 4.4457  0.28
H94 -15.2520 -28.5761 -4.4699  0.28
H95 -14.3106 -28.5008 7.1321  0.26
H96 -10.7045 -28.7622 -2.1424  0.22
H97 -5.0930 -26.8955 -2.5297  0.25
H98 -9.4977 -18.5022 0.6470  0.31
H99 -6.7308 -25.9911 -6.3174  0.73
H100 -10.3465 -28.6833 2.8775  0.55
H101 -13.6437 -22.5734 3.3797  0.45
H102 -12.0233 -26.7037 -5.1424  0.16
H103 -8.5120 -24.1396 1.9735  -1.53
H104 -7.6671 -25.4558 -1.9139  -0.92
H105 -11.3340 -26.9082 5.6933  0.30
H106 -14.0576 -27.9285 -0.1042  -0.13
H107 -8.9302 -25.9828 -7.9888  0.52
H108 -12.5217 -20.2139 -4.7481  0.06